Run one
The following is a quantum chemistry calculation of the molecule CH5N3, from the Open Molecules 2025 dataset.

XYZ file:
```
9
Properties=species:S:1:pos:R:3:mulliken_charge:R:1
N -0.450 1.025 -0.800 -0.4738
C 0.128 0.005 -0.006 0.5373
N -0.688 -0.549 0.991 -0.5665
N 1.278 -0.480 -0.288 -0.6440
H -0.106 1.345 -1.672 0.2054
H -0.880 1.751 -0.213 0.2118
H -1.641 -0.394 0.898 0.2472
H -0.618 -1.650 1.155 0.2553
H 1.493 -1.054 0.545 0.2273
```

Kohn-Sham gap   0.3615 Ha
HOMO level   -8.97 eV
SMILES   N=C(N)N



Run two
The following is a quantum chemistry calculation of the molecule CH5N3, from the Open Molecules 2025 dataset.

XYZ file:
```
9
Properties=species:S:1:pos:R:3:mulliken_charge:R:1
C -0.321 -1.105 -0.684 -0.5702
N 0.298 0.798 0.347 0.6523
N 0.612 1.804 1.088 -0.7863
N -0.719 0.054 0.041 -0.5176
H 0.748 -1.272 -0.824 0.3412
H -0.723 -1.791 0.060 0.2313
H -0.954 -1.336 -1.617 0.2172
H 1.196 0.439 -0.007 0.2017
H -0.137 2.409 1.595 0.2305
```

Kohn-Sham gap   0.3544 Ha
HOMO level   -8.54 eV



run one takes first place; second place is 72.9 kcal/mol up.



Run one
The following is a quantum chemistry calculation of a cluster of 3 separate species, C3H9NO4 in total, from the Open Molecules 2025 dataset.

XYZ file:
```
17
Properties=species:S:1:pos:R:3:mulliken_charge:R:1
O -0.077 -2.267 -0.595 -0.5850
C -0.656 -1.332 -0.015 0.7352
N -0.461 -0.024 -0.574 0.0161
C -0.729 1.243 -0.103 0.1468
O -0.456 2.237 -0.819 -0.5855
C -1.298 -1.543 1.302 -0.9511
H 0.108 -0.063 -1.481 0.1058
H -1.158 1.288 0.928 0.2589
H -1.686 -0.645 1.799 0.2885
H -2.187 -2.275 1.356 0.2761
H -0.600 -1.872 1.976 0.2914
H 1.575 -0.881 -2.129 0.2968
H 3.075 -1.056 -2.194 0.3236
O 2.396 -0.334 -2.323 -0.6341
H 0.782 1.759 3.402 0.2356
H 1.128 2.288 2.175 0.3097
O 0.423 1.790 2.623 -0.5288
```

Kohn-Sham gap   0.3948 Ha
HOMO level   -10.26 eV
SMILES   CC(=O)NC=O.O.O



Run two
The following is a quantum chemistry calculation of a cluster of 2 separate species, C3H9NO4 in total, from the Open Molecules 2025 dataset.

XYZ file:
```
17
Properties=species:S:1:pos:R:3:mulliken_charge:R:1
O 2.627 -0.418 -1.373 -0.5926
C 1.624 0.049 -0.763 0.3955
O 0.762 0.878 -1.256 -0.4183
C 0.941 -0.897 0.259 0.1660
C -0.537 -1.377 -0.239 -0.5911
O -1.492 -0.373 0.033 -0.4718
N 0.558 -0.281 1.605 -0.6482
H 0.895 1.532 -1.963 0.3597
H 1.618 -1.756 0.369 0.4273
H -0.630 -2.321 0.250 0.3303
H -0.729 -1.463 -1.366 0.2358
H -2.045 -0.597 0.802 0.3282
H 0.279 0.685 1.412 0.2261
H 1.313 -0.244 2.303 0.2429
H -2.406 1.820 1.555 0.3048
H -3.267 1.697 0.317 0.3363
O -3.285 1.909 1.289 -0.6310
```

Kohn-Sham gap   0.3656 Ha
HOMO level   -9.60 eV
SMILES   N[C@@H](CO)C(=O)O.O



Run three
The following is a quantum chemistry calculation of a cluster of 3 separate species, C3H9NO4 in total, from the Open Molecules 2025 dataset.

XYZ file:
```
17
Properties=species:S:1:pos:R:3:mulliken_charge:R:1
C -1.161 -1.232 1.360 -0.0526
N -1.540 -0.089 0.654 -0.1929
C -0.704 0.328 -0.416 0.0647
C -0.419 -0.626 -1.600 0.0032
O -0.275 -0.182 -2.704 -0.4666
O -0.211 -1.892 1.038 -0.5310
H -1.918 -1.367 2.139 0.3507
H -2.202 0.585 1.039 0.2497
H 0.247 0.677 -0.024 -0.2236
H -1.277 1.204 -0.935 0.3293
H -0.467 -1.700 -1.376 0.3371
H 1.337 3.231 -0.278 0.3189
H 1.094 1.949 0.616 0.4244
O 0.848 2.863 0.464 -0.6502
H 2.776 -1.030 -0.548 0.3012
H 1.762 -1.781 0.440 0.3368
O 2.109 -0.939 0.133 -0.5990
```

Kohn-Sham gap   0.3718 Ha
HOMO level   -9.52 eV
SMILES   O=CCNC=O.O.O



run one takes first place; second place is 4.1 kcal/mol up.



Run one
The following is a quantum chemistry calculation of a structure of composition C30H26KN3OP2, from the Open Molecules 2025 dataset.

XYZ file:
```
63
Properties=species:S:1:pos:R:3:mulliken_charge:R:1
K -1.919 -0.560 -2.152 0.9252
C -0.911 -2.515 0.470 -0.5475
C -1.137 -1.359 1.456 0.2289
P -2.858 -0.670 1.399 -0.2030
C -3.041 -0.133 3.140 0.3838
C -3.860 -0.885 3.978 -0.4460
C -3.988 -0.553 5.320 -0.5296
C -3.303 0.539 5.831 -0.4383
C -2.491 1.300 5.000 -0.6425
C -2.360 0.966 3.661 -0.1534
C -2.679 0.967 0.564 0.0069
C -3.872 1.676 0.389 -0.6464
C -3.881 2.907 -0.246 -0.6596
C -2.700 3.445 -0.744 -0.6169
C -1.510 2.755 -0.584 -0.5880
C -1.500 1.528 0.075 0.1913
C 0.538 -2.641 -0.015 -1.3858
P 1.051 -1.125 -0.950 0.8352
C 2.396 -1.752 -2.007 0.2492
C 2.186 -1.778 -3.385 -0.3599
C 3.184 -2.230 -4.239 -0.6573
C 4.390 -2.670 -3.715 -0.4967
C 4.604 -2.653 -2.342 -0.6523
C 3.614 -2.190 -1.491 -0.3773
C 1.997 -0.092 0.225 0.2662
C 2.403 1.149 -0.275 -0.7981
C 3.121 2.031 0.514 -0.5810
C 3.431 1.694 1.826 -0.5961
C 3.020 0.474 2.338 -0.6835
C 2.308 -0.415 1.541 0.0647
H -1.551 -2.397 -0.412 0.0889
H -1.237 -3.447 0.936 0.4471
H -0.412 -0.557 1.314 -0.3947
H -0.987 -1.712 2.478 0.5167
H -4.403 -1.730 3.573 0.3519
H -4.628 -1.142 5.964 0.3835
H -3.406 0.803 6.876 0.3786
H -1.960 2.156 5.396 0.3964
H -1.732 1.571 3.016 0.3636
H -4.801 1.253 0.756 0.4171
H -4.814 3.442 -0.367 0.4065
H -2.708 4.394 -1.263 0.4299
H -0.589 3.161 -0.983 0.5001
H -0.550 1.020 0.192 0.4880
H 0.616 -3.457 -0.737 0.5396
H 1.221 -2.885 0.802 0.4725
H 1.240 -1.449 -3.798 0.4737
H 3.018 -2.213 -5.308 0.4280
H 5.173 -3.018 -4.377 0.3771
H 5.549 -2.990 -1.934 0.4073
H 3.801 -2.153 -0.423 0.3403
H 2.157 1.423 -1.297 0.4752
H 3.434 2.983 0.106 0.4436
H 3.987 2.384 2.447 0.3823
H 3.253 0.207 3.360 0.4313
H 1.996 -1.360 1.969 0.2531
O -0.906 -0.636 -4.412 -0.6876
N -0.770 0.600 -4.150 0.1517
C 0.174 1.287 -4.754 0.3997
C 0.379 2.623 -4.293 0.0596
N 0.570 3.682 -3.883 -0.5724
C 1.003 0.718 -5.779 0.2701
N 1.648 0.230 -6.597 -0.5110
```

Kohn-Sham gap   0.3069 Ha
HOMO level   -8.43 eV



Run two
The following is a quantum chemistry calculation of a structure of composition C30H26KN3OP2, from the Open Molecules 2025 dataset.

XYZ file:
```
63
Properties=species:S:1:pos:R:3:mulliken_charge:R:1
K 2.199 -1.342 1.744 0.9778
C -1.236 0.009 2.586 -0.7540
C -1.925 -0.787 1.466 0.1267
P -1.597 -2.608 1.550 -0.0976
C -2.947 -3.219 0.470 0.5975
C -3.952 -3.987 1.052 -0.4736
C -5.024 -4.440 0.294 -0.5470
C -5.096 -4.130 -1.055 -0.4441
C -4.097 -3.367 -1.646 -0.7024
C -3.029 -2.915 -0.888 -0.0905
C -0.146 -2.832 0.436 0.5632
C 0.625 -3.982 0.632 -0.5737
C 1.753 -4.223 -0.140 -0.7444
C 2.135 -3.316 -1.118 -0.6631
C 1.382 -2.170 -1.330 -1.0053
C 0.252 -1.927 -0.555 0.3875
C -0.893 1.459 2.222 -1.3943
P 0.536 1.506 1.051 0.7588
C 1.202 3.195 1.214 0.1769
C 2.566 3.333 1.461 -0.1355
C 3.142 4.594 1.536 -0.6812
C 2.351 5.722 1.384 -0.4329
C 0.987 5.594 1.146 -0.6764
C 0.417 4.336 1.051 -0.4797
C -0.197 1.605 -0.628 0.4688
C 0.707 1.414 -1.674 -0.8272
C 0.291 1.413 -2.995 -0.4063
C -1.052 1.605 -3.292 -0.6379
C -1.962 1.804 -2.264 -0.6645
C -1.539 1.806 -0.940 0.2051
H -0.311 -0.487 2.906 0.1998
H -1.878 -0.006 3.470 0.4855
H -1.683 -0.390 0.480 -0.4283
H -3.009 -0.691 1.566 0.5891
H -3.890 -4.234 2.106 0.3456
H -5.798 -5.038 0.757 0.3922
H -5.928 -4.485 -1.649 0.3800
H -4.150 -3.127 -2.700 0.4045
H -2.252 -2.328 -1.363 0.2545
H 0.336 -4.687 1.403 0.4246
H 2.336 -5.120 0.026 0.3923
H 3.021 -3.493 -1.713 0.4431
H 1.688 -1.450 -2.080 0.4952
H -0.302 -1.012 -0.721 0.0881
H -0.550 1.984 3.117 0.5069
H -1.775 1.996 1.867 0.4809
H 3.188 2.452 1.585 0.4314
H 4.207 4.689 1.701 0.4278
H 2.796 6.707 1.440 0.3766
H 0.374 6.477 1.020 0.4030
H -0.641 4.241 0.832 0.3011
H 1.754 1.252 -1.447 0.0179
H 1.020 1.247 -3.778 0.5012
H -1.389 1.600 -4.321 0.4042
H -3.009 1.960 -2.490 0.4271
H -2.276 1.959 -0.162 0.2944
O 4.271 0.300 1.481 -0.6835
N 3.916 0.031 0.296 0.3172
C 4.500 0.707 -0.683 0.4530
C 4.110 0.385 -2.010 0.0922
N 3.765 0.140 -3.083 -0.6127
C 5.467 1.728 -0.429 0.1016
N 6.241 2.546 -0.191 -0.5370
```

Kohn-Sham gap   0.2997 Ha
HOMO level   -8.38 eV



run two takes first place; second place is 7.1 kcal/mol up.